(1)
{"formula": "C56H41FeN4O4PSi", "method": "the ωB97M-V functional and the def2-TZVPD basis", "de_lowest_kcal_mol": 0.0, "e_tot_ev": -124447.285, "spin_multiplicity": 2, "homo_lumo_gap_ha": [0.1896, 0.1901], "total_charge": -1, "elements": ["H", "C", "H", "C", "H", "H", "H", "N", "C", "C", "C", "H", "C", "H", "C", "H", "C", "H", "C", "Si", "C", "C", "H", "C", "C", "C", "C", "H", "H", "C", "H", "C", "H", "O", "H", "C", "C", "C", "H", "H", "H", "H", "C", "N", "O", "H", "C", "C", "H", "C", "H", "H", "H", "C", "C", "C", "H", "O", "H", "Fe", "C", "H", "C", "H", "C", "C", "N", "H", "C", "C", "C", "C", "N", "H", "H", "C", "H", "H", "H", "P", "C", "C", "C", "C", "H", "C", "C", "C", "C", "H", "H", "C", "H", "O", "C", "C", "H", "C", "C", "C", "C", "C", "H", "H", "C", "C", "C", "C"], "xyz": [[-1.487800, 1.810100, 2.701800], [-0.356800, 4.323300, 1.774300], [6.582500, 2.574600, 1.853800], [-2.835200, -0.568600, 1.315300], [0.737200, 7.233300, 0.435800], [1.902400, 0.760700, 6.120600], [-1.490600, -5.272900, -4.852100], [-2.144000, -0.743400, 0.163700], [-0.929800, 2.311300, 0.287900], [-0.733000, 1.655400, 3.460900], [-3.630400, -4.686800, 1.867900], [-5.184000, -1.628200, -3.171000], [0.641500, -5.265500, -4.667800], [-4.427000, -0.611300, 4.860900], [3.496800, -5.766900, 2.438600], [-0.924000, 3.964300, 2.621600], [4.640600, 3.492700, 1.922400], [0.811300, -5.588400, -5.686600], [-2.649300, -1.017000, 3.732000], [-0.064800, -4.120800, -0.157800], [-2.056500, -0.881500, 2.457000], [-0.862000, -4.713200, -2.881800], [-4.717100, 0.260700, 0.674000], [5.063300, 1.196400, 1.295100], [-2.456800, -4.185300, 1.337800], [0.844700, 3.930300, -0.307800], [1.177100, 1.052400, 5.372700], [2.551000, 0.862100, 3.737300], [-0.470100, 6.332500, 2.408500], [3.284500, 3.335500, 1.730900], [-4.176000, -4.112300, 2.604700], [-1.712600, -4.896900, 0.403300], [-3.753700, -7.599800, 0.167800], [3.511600, -1.258300, 0.385300], [2.725500, -5.140500, -4.192100], [-2.609800, -0.928000, -1.086700], [-0.097700, 5.658300, 1.647400], [2.496800, -4.079000, 1.060300], [-2.088900, 1.880200, 5.090400], [-2.094200, -3.220500, 1.651100], [1.587100, 5.658200, -1.286500], [-2.274400, -1.756300, 5.725500], [-0.648700, -5.094400, -4.195600], [-0.326500, -0.676300, -1.568200], [1.650400, -0.063000, 0.911200], [4.306200, -6.112000, 3.070700], [-4.094200, -5.925600, 1.458000], [-1.858500, -1.596700, 4.742200], [-5.697000, 0.258300, 2.929500], [-3.171800, -1.327900, -3.808100], [0.487700, -6.770400, 1.271900], [1.390200, -0.767000, -4.433700], [4.418000, -3.887200, 1.965500], [0.107400, 3.347800, 0.808000], [3.683800, 1.004100, 1.136600], [0.700800, -0.661200, -2.420600], [-4.704500, -1.355600, -0.785500], [-2.027100, 2.545500, -0.158000], [1.012600, -1.894900, 2.953300], [-0.335200, -0.768900, 0.356800], [5.525500, 2.419200, 1.702100], [-1.654100, -6.702100, -0.746600], [1.713700, -5.022700, -3.826300], [-5.002600, -6.337900, 1.878300], [0.579100, 1.387700, 3.070200], [0.591800, 6.168400, 0.544000], [-0.735000, -1.085300, 2.235300], [5.035000, 4.443000, 2.248100], [-0.013700, -1.672200, 3.205500], [-3.979800, -0.586200, 3.878500], [-0.744300, -0.993000, -4.308400], [1.371100, -4.868400, 0.848800], [-0.299000, 1.124800, 0.430300], [-3.396800, -1.496200, -4.851200], [2.546600, -3.096200, 0.619800], [-0.113600, 1.382900, 5.757700], [2.331400, -4.472400, -1.858000], [0.042100, -2.501100, 5.167800], [-1.874600, -4.588400, -2.523800], [1.068000, 1.568500, 1.328800], [2.798500, 2.090800, 1.363200], [-4.690900, -0.112600, 2.784100], [-2.203800, -6.130000, -0.010200], [0.528700, -0.797200, -3.783100], [1.208800, 3.245000, -1.065800], [-4.173700, -1.410300, -2.854200], [-1.571400, -0.886200, -2.051900], [-1.070400, 1.669800, 4.797500], [1.063500, 5.271500, -0.421900], [2.334100, -7.544800, 2.697200], [2.599200, 4.156300, 1.885700], [1.535500, 1.087700, 4.038200], [-0.373800, 1.415000, 6.804900], [-0.079200, -2.580600, 0.150200], [-1.842500, -1.067200, -3.427200], [-4.155500, -0.122800, 1.509500], [1.676400, -0.549000, -1.972600], [-0.553700, -1.978500, 4.435600], [-3.384900, -6.639100, 0.505400], [1.491000, -4.647700, -2.513000], [3.022500, -0.212400, 0.786700], [3.553400, -4.522700, 1.834000], [5.725500, 0.364400, 1.113100], [-0.893700, -1.097000, -5.372500], [1.343000, -6.128300, 1.434600], [0.202100, -4.507300, -2.010400], [2.386600, -6.569200, 2.231100], [-3.917000, -1.228300, -1.509300]], "forces_ev_per_a": [[-0.08, 0.09, 0.04], [0.02, 0.14, 0.25], [0.13, -0.01, 0.01], [-0.80, 0.21, -0.90], [0.06, 0.04, -0.03], [0.08, 0.09, 0.04], [-0.06, 0.02, -0.03], [-1.80, -0.20, 0.21], [0.81, -0.54, 0.19], [0.28, -0.13, -0.39], [-0.12, -0.01, 0.13], [-0.08, -0.07, -0.04], [0.01, 0.00, -0.12], [-0.14, -0.04, 0.11], [0.04, -0.10, 0.07], [-0.06, 0.13, 0.02], [0.57, -0.53, -0.14], [0.00, 0.01, -0.06], [0.06, -0.01, -0.31], [-0.09, 0.53, 0.07], [0.26, -0.08, 0.76], [-0.09, 0.01, 0.01], [-0.07, -0.06, -0.11], [-0.79, -0.83, -0.30], [0.11, 0.12, 0.05], [0.10, 0.18, -0.12], [0.05, 0.04, 0.31], [0.05, -0.02, 0.06], [0.00, 0.08, 0.02], [-0.32, -0.05, 0.01], [-0.06, 0.05, 0.04], [0.54, -0.03, -0.26], [0.00, -0.05, -0.01], [-0.28, 1.76, 0.62], [0.06, 0.00, -0.02], [-1.12, -0.07, 0.40], [-0.22, -0.07, 0.30], [-0.04, 0.12, -0.10], [-0.08, 0.02, 0.00], [0.04, 0.15, 0.06], [0.09, -0.03, -0.06], [-0.03, -0.06, 0.13], [-0.12, -0.02, -0.18], [0.87, -0.22, -1.31], [2.10, -0.31, 0.18], [0.03, -0.01, -0.02], [-0.10, -0.06, 0.00], [0.97, -0.23, -0.53], [-0.06, 0.01, 0.02], [-0.61, -0.10, -0.05], [-0.12, -0.09, 0.06], [0.06, 0.00, -0.05], [0.09, 0.07, 0.05], [0.35, -0.07, -0.07], [0.58, 2.94, 0.78], [-0.85, 0.12, 1.46], [-0.06, 0.08, 0.09], [-0.56, 0.26, -0.07], [0.10, -0.02, -0.02], [1.34, 0.72, -0.02], [-0.20, 0.98, 0.22], [0.03, -0.09, -0.10], [0.18, 0.01, -0.11], [-0.06, 0.01, -0.01], [0.76, 0.41, 0.16], [0.10, 0.20, 0.09], [0.19, -1.11, 1.07], [0.03, 0.12, -0.01], [-0.41, 0.74, -1.73], [-0.61, 0.22, -0.04], [0.84, 0.13, 0.64], [-0.46, -0.14, -0.39], [1.07, 0.94, 0.63], [-0.03, 0.04, -0.12], [-0.06, 0.04, -0.03], [0.14, 0.01, -0.03], [0.18, -0.03, 0.10], [0.13, 0.03, 0.08], [-0.15, 0.00, 0.04], [-2.72, 0.58, -0.35], [1.08, -1.25, -0.26], [0.25, -0.21, 1.02], [0.03, -0.06, -0.04], [-0.93, -0.23, -1.28], [-0.01, 0.05, -0.13], [0.52, -0.07, -1.01], [0.20, 0.09, -0.75], [-0.03, 0.02, 0.20], [0.11, -0.09, -0.29], [0.00, -0.07, 0.03], [-0.08, 0.09, 0.04], [-0.21, 0.05, -0.21], [-0.05, -0.10, 0.12], [0.44, -1.79, -0.04], [0.10, 0.03, 0.20], [0.80, -0.18, -0.63], [0.15, 0.02, 0.03], [-1.31, 0.09, 1.12], [-0.09, -0.22, -0.02], [0.05, -0.01, 0.01], [-1.87, -2.85, -1.03], [0.15, 0.05, 0.09], [0.13, -0.08, -0.01], [-0.02, -0.07, -0.12], [-0.07, -0.03, -0.05], [-0.12, -0.16, 0.72], [0.06, -0.25, 0.15], [0.75, 0.32, 0.78]]}

(2)
{"formula": "C5H9ClN2", "method": "the ωB97M-V functional and the def2-TZVPD basis", "de_lowest_kcal_mol": 17.7, "e_tot_ev": -20833.088, "smiles": "CC(C)/C=C\\Cl.N#N", "homo_lumo_gap_ha": 0.3834, "elements": ["H", "C", "C", "N", "Cl", "C", "N", "H", "C", "H", "C", "H", "H", "H", "H", "H", "H"], "xyz": [[0.149137, 1.802582, -1.082326], [0.546322, -0.115555, 1.556337], [0.224905, 0.820933, -0.807926], [-1.890003, -1.401941, 4.133127], [-0.316878, -1.612062, 1.333321], [-1.090318, 0.115606, -1.105429], [-2.230733, -2.183815, 3.440320], [-1.550803, 0.620276, -1.924172], [0.781011, 0.767688, 0.609158], [-1.776690, 0.310014, -0.320676], [1.231110, 0.185765, -1.789301], [0.866525, 0.222303, -2.837486], [1.255886, -0.920000, -1.607939], [2.187411, 0.605215, -1.839685], [1.041350, 0.137064, 2.465458], [1.411949, 1.500874, 1.037880], [-0.840181, -0.854946, -1.260661]], "forces_ev_per_a": [[-0.27, 2.80, -0.48], [0.09, -0.28, -0.69], [1.64, -2.19, 0.14], [-0.55, -1.07, -0.82], [0.53, 0.31, 0.19], [0.13, 3.31, 1.11], [0.24, 1.02, 1.22], [-0.08, -0.07, -1.15], [-1.49, -0.76, -0.83], [-0.73, -0.50, 1.01], [-1.59, -1.71, -0.86], [-0.17, 0.30, 0.52], [0.45, 0.88, 0.17], [1.59, 0.57, 0.43], [-0.15, -0.91, 1.05], [0.58, 1.30, -0.47], [-0.23, -3.00, -0.53]]}